# 1
Entry from OMol25: a cluster of 13 separate species, C66H90O12S6 in total in a non-equilibrium geometry (wB97M-V/def2-TZVPD).

Structure (ORCA input):
```
! RIJCOSX wB97M-V def2-TZVPD def2/J DEFGRID3
* xyz 0 1
C -1.9999 5.8391 -3.1948
C -3.2955 5.8188 -2.3273
C -3.0838 5.0027 -1.0184
S -1.2942 5.0708 -0.7405
O -0.6939 3.7275 -0.8089
O -0.9853 5.9019 0.4030
C -0.8349 5.9700 -2.2311
H -2.0336 6.6735 -3.9337
H -1.8942 4.9244 -3.7742
H -4.1621 5.4759 -2.8576
H -3.5532 6.8702 -2.0399
H -3.3877 3.9412 -1.0819
H -3.5004 5.5354 -0.1846
H 0.1416 5.6198 -2.5015
H -0.8321 7.0332 -1.9656
C 3.2833 -4.0948 1.5694
C 2.6335 -4.5419 2.8624
C 1.1650 -3.9733 2.8078
S 0.6055 -4.5345 1.1613
O -0.3203 -3.5068 0.6371
O 0.1460 -5.9192 1.1874
C 2.2869 -4.4440 0.3508
H 4.2502 -4.5308 1.3274
H 3.4939 -3.0294 1.4568
H 3.2168 -4.1662 3.7065
H 2.6942 -5.6293 2.9086
H 1.0825 -2.9232 2.7847
H 0.5651 -4.3724 3.6066
H 2.2563 -3.7172 -0.4527
H 2.4400 -5.5018 -0.0073
C -2.6812 4.9304 3.3151
C -1.6137 3.9107 2.9802
C -1.9304 2.5165 3.5408
S -2.7582 2.9053 5.0945
O -1.9910 2.7087 6.2670
O -4.1315 2.3604 5.0818
C -2.8496 4.7386 4.8382
H -3.6189 4.6856 2.8134
H -2.4178 5.9569 3.1468
H -0.6925 4.2644 3.3988
H -1.5425 3.8151 1.8848
H -1.0265 1.9330 3.7510
H -2.6273 1.9135 2.9356
H -1.9861 5.1168 5.3784
H -3.7786 5.1486 5.2220
C -1.6954 -1.6266 -5.9262
C -0.8617 -0.3892 -5.6704
C 0.5651 -0.8211 -5.3630
S 0.4094 -2.5008 -4.5657
O 0.7214 -2.4558 -3.1687
O 1.1359 -3.4422 -5.3702
C -1.3696 -2.5926 -4.8263
H -1.5373 -2.1195 -6.8800
H -2.7749 -1.4058 -5.9074
H -1.2136 0.2335 -4.8424
H -0.9007 0.1867 -6.5744
H 1.0786 -0.1458 -4.6669
H 1.1649 -1.0200 -6.2854
H -1.7290 -2.4531 -3.8064
H -1.7520 -3.5920 -5.0442
C 3.3367 -0.1446 4.0932
C 4.2545 0.4212 5.1523
C 5.6132 0.7220 4.4143
S 5.7683 -0.6332 3.1717
O 6.6937 -1.6711 3.5172
O 5.8432 -0.0530 1.8466
C 4.0761 -1.2532 3.4790
H 3.0735 0.6004 3.3209
H 2.4334 -0.5524 4.4974
H 4.4400 -0.4431 5.8399
H 3.9097 1.2983 5.7027
H 6.5275 0.6206 5.0933
H 5.5781 1.6626 3.8798
H 4.2162 -2.1312 4.1433
H 3.6386 -1.5517 2.5342
C 1.1693 1.2310 -0.5455
C 0.1176 0.4338 -1.3074
C -0.1999 -0.8340 -0.4812
S 0.2776 -0.3809 1.2077
O 1.5483 -1.0251 1.5146
O -0.8031 -0.4644 2.1879
C 0.6357 1.3313 0.9028
H 1.3443 2.2283 -0.9380
H 2.1652 0.6925 -0.4674
H 0.3984 0.1724 -2.3226
H -0.7503 1.1122 -1.4381
H 0.3617 -1.7339 -0.7577
H -1.2336 -1.1544 -0.4816
H 1.4261 1.6174 1.5606
H -0.2731 1.9443 0.9528
C -3.5588 2.8200 -4.4958
C -3.2286 2.1113 -3.3461
C -4.1601 1.8202 -2.3720
C -5.4488 2.3311 -2.5276
C -5.7938 3.1523 -3.5785
C -4.8404 3.3345 -4.5876
H -2.8930 2.9420 -5.3589
H -2.1796 1.8488 -3.1768
H -3.9156 1.2413 -1.4762
H -6.2114 2.0957 -1.8101
H -6.7917 3.5822 -3.7012
H -5.1492 3.8831 -5.4783
C -4.1829 -4.9777 2.6829
C -5.2892 -4.1367 2.8937
C -5.1962 -2.7820 2.6169
C -4.0531 -2.1699 2.1521
C -2.9703 -2.9732 1.9487
C -3.0255 -4.3627 2.1723
H -4.2164 -6.0347 2.8358
H -6.2820 -4.5121 3.2242
H -6.0655 -2.1792 2.8401
H -3.9581 -1.0834 2.0232
H -2.0569 -2.5617 1.5203
H -2.1671 -5.0343 1.9752
C -2.4376 -5.2324 -1.8397
C -3.1814 -5.8187 -2.8793
C -4.1338 -4.9866 -3.4832
C -4.3585 -3.7101 -3.0033
C -3.5625 -3.1565 -1.9915
C -2.5617 -3.9035 -1.4088
H -1.9167 -5.9253 -1.2249
H -2.9768 -6.8115 -3.2432
H -4.7931 -5.4163 -4.2463
H -5.1949 -3.1418 -3.4246
H -3.7935 -2.1441 -1.5602
H -2.0342 -3.6237 -0.4965
C 1.9311 2.3751 -6.3936
C 0.9673 2.7375 -5.4048
C 1.2217 2.5903 -4.0736
C 2.4774 2.1337 -3.6937
C 3.4027 1.7733 -4.6461
C 3.1378 1.8464 -6.0171
H 1.5675 2.4112 -7.4255
H 0.0476 3.1673 -5.8164
H 0.4937 2.8445 -3.3404
H 2.7603 1.9729 -2.6562
H 4.3733 1.3532 -4.3649
H 3.8528 1.4708 -6.7602
C 3.9927 3.0561 1.7528
C 3.4300 3.4796 0.5667
C 2.4529 4.4843 0.5718
C 1.9720 4.9838 1.7629
C 2.5410 4.4821 2.9424
C 3.5126 3.5076 2.9932
H 4.7659 2.2875 1.7085
H 3.8039 3.0519 -0.3520
H 2.0448 4.8392 -0.3793
H 1.2134 5.7779 1.7559
H 2.2073 4.8434 3.8963
H 3.8269 3.0746 3.9006
C 4.5968 -1.0291 -2.0713
C 3.7455 -1.6757 -2.9165
C 3.8187 -3.0522 -3.0417
C 4.8051 -3.7157 -2.3945
C 5.6621 -3.0802 -1.5247
C 5.5986 -1.6661 -1.3239
H 4.4208 0.0554 -2.1014
H 2.9919 -1.1060 -3.4400
H 3.1824 -3.5960 -3.7688
H 4.7423 -4.8000 -2.5742
H 6.3861 -3.7191 -1.0340
H 6.1797 -1.1089 -0.6206
C 0.3983 -3.9756 6.0702
C 1.0416 -2.7791 6.3310
C 0.3265 -1.6126 6.0780
C -0.9393 -1.6767 5.4812
C -1.5501 -2.8547 5.2467
C -0.8826 -4.0344 5.5456
H 0.8999 -4.9020 6.2893
H 2.0386 -2.6926 6.7870
H 0.8898 -0.6893 6.2062
H -1.4585 -0.7871 5.2437
H -2.5144 -2.8647 4.7724
H -1.3697 -5.0077 5.3853
*
```

The orbital gap is 8.66 eV.

=====

# 2
Entry from OMol25: a cluster of 8 separate species, C67H144N8O8 in total in a non-equilibrium geometry (wB97M-V/def2-TZVPD).

Structure (ORCA input):
```
! RIJCOSX wB97M-V def2-TZVPD def2/J DEFGRID3
* xyz 1 2
C 4.3394 1.5215 -2.9357
C 3.1780 0.9011 -3.8273
C 3.5552 0.9796 -5.3249
O 4.6363 0.1907 -5.7622
C 5.1040 0.4574 -7.0588
N 2.9084 -0.5085 -3.4904
H 4.1738 1.2628 -1.8899
H 4.5163 2.5914 -3.0456
H 5.3038 1.0600 -3.1477
H 2.3368 1.5942 -3.8137
H 3.6399 1.9889 -5.7277
H 2.6668 0.7094 -5.8956
H 4.2797 0.3096 -7.7565
H 5.9067 -0.2429 -7.2895
H 5.4564 1.4860 -7.1352
H 3.6041 -0.8690 -2.8530
H 3.1575 -0.9321 -4.3728
C -5.2529 6.8071 1.3121
C -4.4130 6.6408 2.6273
C -5.0473 5.3880 3.3520
C -4.5749 4.0741 2.6934
C -3.0336 4.0083 2.6568
C -2.3542 5.2404 1.9688
N -2.9782 6.5141 2.3548
O -2.3885 7.6353 1.8375
C -0.9816 5.2707 2.5569
C -2.3061 4.9856 0.4540
C -4.6501 7.8078 3.6250
H -4.6541 7.3290 0.5656
H -6.1492 7.3974 1.5027
H -5.5181 5.8880 0.7896
H -4.8463 5.3944 4.4233
H -6.1314 5.3774 3.2394
H -4.9825 3.9766 1.6872
H -4.8392 3.2203 3.3172
H -2.9088 3.1556 1.9894
H -2.5255 3.7666 3.5903
H -0.3256 4.4217 2.3644
H -0.4316 6.1123 2.1357
H -0.9732 5.5078 3.6208
H -3.2924 4.9544 -0.0090
H -1.8180 5.7795 -0.1114
H -1.7670 4.0564 0.2692
H -4.0601 8.6972 3.4036
H -4.3422 7.5709 4.6434
H -5.6919 8.1102 3.7317
H -1.9568 8.0027 2.6123
C 3.9576 2.2401 1.2793
C 3.7950 3.6670 1.9357
C 2.7689 3.4082 3.0983
C 2.6957 4.6090 4.0189
C 4.0958 4.8858 4.5854
C 5.1274 5.1563 3.5322
N 5.1094 4.0729 2.4678
O 6.1469 4.1880 1.4922
C 5.0164 6.5785 3.0096
C 6.5141 5.0382 4.3687
C 3.1845 4.5723 0.8618
H 3.0443 1.7760 0.9069
H 4.4491 1.5589 1.9740
H 4.7153 2.2078 0.4964
H 1.7917 3.4559 2.6177
H 3.0027 2.4312 3.5213
H 2.0557 4.3234 4.8537
H 2.2927 5.4933 3.5253
H 4.3280 4.0097 5.1910
H 4.2134 5.7549 5.2327
H 5.5657 7.2720 3.6462
H 5.6110 6.6283 2.0974
H 3.9898 6.8741 2.7934
H 7.3887 5.2538 3.7550
H 6.4483 5.6713 5.2535
H 6.5464 3.9965 4.6880
H 3.8349 4.4664 -0.0064
H 3.1296 5.6115 1.1862
H 2.1799 4.2941 0.5431
H 5.9083 5.0340 1.1064
C -4.4988 5.3201 -6.4916
C -3.3425 4.4231 -5.9102
C -2.9018 4.9391 -4.5877
C -3.8277 4.5810 -3.3972
C -3.9074 3.0605 -3.2137
C -4.4282 2.3988 -4.5585
N -3.7746 2.9771 -5.7240
O -4.1467 2.3933 -6.9159
C -3.9682 0.9437 -4.4667
C -5.9826 2.5824 -4.5145
C -2.0866 4.5857 -6.8097
H -4.5693 5.0333 -7.5408
H -4.2999 6.3884 -6.4062
H -5.4943 5.1104 -6.1004
H -1.8791 4.5911 -4.4425
H -2.8829 6.0281 -4.6304
H -4.8430 4.9728 -3.4587
H -3.5322 5.1116 -2.4921
H -4.6099 2.8735 -2.4015
H -2.9327 2.6771 -2.9120
H -4.2774 0.3501 -5.3271
H -2.8787 0.9192 -4.4898
H -4.3533 0.5539 -3.5244
H -6.4421 1.8657 -5.1952
H -6.4036 2.3394 -3.5389
H -6.3132 3.5862 -4.7814
H -2.2303 4.4548 -7.8823
H -1.3092 3.8554 -6.5853
H -1.6259 5.5728 -6.7704
H -3.3077 1.9818 -7.1358
C -1.5962 -4.4736 -3.5952
C -2.9135 -5.1203 -4.0114
C -3.3123 -6.1242 -2.8523
C -4.0544 -5.4735 -1.6289
C -5.2360 -4.5482 -1.9727
C -4.6886 -3.5233 -3.0477
N -4.0450 -4.1466 -4.2626
O -3.9820 -3.3374 -5.4212
C -5.9828 -2.7969 -3.5266
C -3.8800 -2.5754 -2.2742
C -2.6336 -5.9768 -5.2429
H -1.6123 -4.3638 -2.5109
H -0.7176 -5.0584 -3.8676
H -1.4728 -3.5031 -4.0757
H -3.9207 -6.9399 -3.2428
H -2.4725 -6.5970 -2.3431
H -4.4106 -6.2356 -0.9357
H -3.3818 -4.8651 -1.0242
H -5.5304 -4.0373 -1.0560
H -6.1144 -5.1393 -2.2316
H -5.8641 -1.9919 -4.2519
H -6.5591 -2.5339 -2.6396
H -6.5686 -3.5451 -4.0604
H -3.2642 -1.9825 -2.9504
H -3.1310 -3.0176 -1.6172
H -4.5069 -1.8810 -1.7147
H -2.4272 -5.3065 -6.0773
H -1.7306 -6.5654 -5.0806
H -3.4637 -6.6272 -5.5188
H -4.5953 -3.7657 -6.0229
C -1.9325 0.8483 -0.3750
C -0.3855 1.0709 -0.4166
C -0.0069 1.6348 0.9817
C 0.1344 0.6005 2.1083
C 0.9530 -0.5879 1.6553
C 0.4193 -1.2488 0.3446
N 0.3343 -0.2039 -0.6965
O -0.0152 -0.7160 -1.9836
C 1.4862 -2.2815 -0.1259
C -0.9050 -1.9795 0.5924
C -0.0440 2.2231 -1.4669
H -2.3766 1.8277 -0.5530
H -2.4065 0.4658 0.5289
H -2.3036 0.2326 -1.1943
H 0.9846 2.0847 0.9307
H -0.6244 2.4968 1.2345
H -0.8310 0.2376 2.4610
H 0.5447 0.9856 3.0418
H 0.9961 -1.3542 2.4293
H 2.0061 -0.3514 1.5029
H 2.4756 -1.8817 -0.3480
H 1.6138 -3.0735 0.6120
H 1.2248 -2.7362 -1.0815
H -1.5696 -1.3923 1.2261
H -1.5096 -2.2730 -0.2657
H -0.7706 -2.8779 1.1949
H -0.3293 2.0529 -2.5051
H 1.0017 2.4329 -1.2419
H -0.6172 3.0838 -1.1224
H 0.8526 -0.6915 -2.3936
C 6.4043 -4.3548 4.0824
C 5.4898 -3.4642 3.2722
C 4.0773 -3.9634 3.3459
C 3.4148 -3.5795 4.7189
C 3.6252 -2.0526 5.0521
C 5.0483 -1.5712 4.9809
N 5.6468 -2.0166 3.7018
O 6.9831 -1.5753 3.5575
C 4.9149 -0.0412 4.9826
C 5.7955 -2.0073 6.2266
C 5.8142 -3.5159 1.7281
H 6.0441 -4.6465 5.0689
H 7.3694 -3.9067 4.3188
H 6.6836 -5.2183 3.4787
H 3.4931 -3.4840 2.5604
H 4.1756 -5.0428 3.2304
H 3.9793 -4.1580 5.4502
H 2.4118 -4.0063 4.7123
H 3.1512 -2.0387 6.0336
H 2.9398 -1.5330 4.3825
H 5.9240 0.3709 4.9797
H 4.3927 0.3453 4.1073
H 4.4075 0.2447 5.9039
H 5.4984 -1.4149 7.0919
H 5.5149 -3.0084 6.5540
H 6.8735 -1.9293 6.0857
H 5.4848 -4.3980 1.1790
H 6.8874 -3.7055 1.7072
H 5.5960 -2.5770 1.2192
H 6.8826 -0.7658 3.0512
C -2.4048 -7.0175 3.5435
C -1.5308 -6.6712 2.3358
C -0.2607 -5.9462 2.9183
C 1.0166 -5.7890 1.9850
C 1.4372 -7.1585 1.4705
C 0.2498 -8.0138 0.9250
N -0.9983 -7.9058 1.7347
O -1.9918 -8.7095 1.2432
C -0.0154 -7.4179 -0.4600
C 0.7574 -9.4073 0.6497
C -2.2337 -5.7675 1.3711
H -1.9255 -7.6062 4.3257
H -3.3014 -7.5519 3.2295
H -2.7825 -6.1525 4.0887
H -0.5421 -4.8963 3.0010
H 0.0057 -6.2171 3.9399
H 1.8764 -5.3837 2.5184
H 0.8900 -5.0816 1.1655
H 1.8441 -7.5983 2.3811
H 2.1817 -6.9586 0.6999
H 0.8167 -7.5065 -1.1584
H -0.8651 -7.9593 -0.8758
H -0.3056 -6.3680 -0.4990
H 0.9762 -9.8423 1.6249
H 0.0639 -10.0755 0.1391
H 1.6493 -9.3930 0.0232
H -2.9887 -6.2889 0.7828
H -1.6481 -5.2451 0.6146
H -2.6282 -4.8680 1.8437
H -2.0242 -9.3551 1.9529
*
```

The expectation value of S² is 0.754. The orbital gap (spin up / spin down) is 6.76 / 2.65 eV.